Record 1
Formula: C5H7NO4
Source: OMol25
Level of theory: wB97M-V/def2-TZVPD

Results
Energy = -550.292869 Ha
Energy relative to the best compared isomer or geometry (same formula, charge and spin) = 3.950 eV
Net charge = 0
HOMO energy = -8.31 eV

```
17
Properties=species:S:1:pos:R:3:forces:R:3
C 1.1657 -1.4219 0.9024 0.0 -0.9 -0.7
C 0.9704 0.7740 0.4502 -1.1 0.5 -0.8
O 1.9750 0.9770 -0.4417 0.1 -0.2 0.2
O 1.2026 -1.9796 -0.2135 0.1 0.4 0.9
O 0.8088 1.4793 1.4005 0.3 -0.2 0.0
H 1.9593 0.2438 -1.0804 -0.1 0.1 0.1
H 0.1787 -1.3502 -1.1600 -0.4 0.6 -0.2
H 0.2577 -1.4062 1.5134 -0.1 0.1 -0.1
H 2.1032 -1.1917 1.4240 0.0 0.1 -0.1
C -0.7203 0.3134 -0.7278 1.1 0.1 0.4
N -0.9987 1.5589 -1.2456 0.0 -0.1 -0.1
C -1.6300 -0.1538 0.2802 -0.4 -0.2 0.4
C -2.3778 -0.5430 1.1345 0.3 0.1 -0.3
O -0.2456 -0.5434 -1.6313 0.1 -0.3 0.1
H -0.3268 1.8928 -1.9217 0.0 0.0 0.1
H -1.2910 2.2524 -0.5738 0.0 -0.1 0.0
H -3.0312 -0.9017 1.8906 -0.1 0.0 0.0
```
Forces are in eV/Å.

Which charges does Mulliken predict for the atoms? In e, they are: -0.1337, 0.3424, -0.4895, -0.6078, -0.5436, 0.4559, 0.4735, 0.2784, 0.3343, 0.2688, -0.5401, -0.5791, 0.3324, -0.5739, 0.2723, 0.2712, 0.4387


Record 2
Formula: C57H53As2CoN3O2
Source: OMol25
Level of theory: wB97M-V/def2-TZVPD

Results
2S+1 = 4
Expectation value of S² = 3.7574
Energy = -8372.890869 Ha
Net charge = 0
HOMO energy (alpha / beta) = -7.40 / -7.39 eV

```
118
Properties=species:S:1:pos:R:3:forces:R:3
Co -0.4630 -0.3152 0.2608 -0.2 0.0 -0.4
C 3.0286 -0.0934 1.1474 0.3 0.2 0.1
N 1.7745 -0.8122 1.3337 -0.8 0.6 0.5
C -0.4891 -1.6473 2.8901 -0.1 0.1 -0.3
C -1.8591 -1.1461 3.3163 0.0 0.4 0.0
C -1.9684 0.3592 3.1295 -0.4 0.0 0.7
N -1.4419 0.8772 1.8771 -0.3 0.2 -0.9
C -1.8184 2.0854 1.6498 -0.1 -0.4 0.4
C -1.5112 2.9610 0.5693 0.1 0.1 -0.8
C -1.8754 4.3089 0.7400 0.0 -0.1 0.0
C -1.6987 5.2391 -0.2496 -0.1 0.2 0.1
C -1.2073 4.8179 -1.4864 0.0 -0.1 0.1
C -0.8556 3.5118 -1.6932 0.1 -0.3 -0.1
C -0.9305 2.5347 -0.6640 -0.3 0.9 0.4
O -0.4883 1.3456 -0.8768 0.4 -0.9 0.2
C 2.0560 -2.2238 1.1303 0.1 -0.5 -0.1
C 2.5047 -2.5544 -0.3029 -0.3 0.3 0.1
C 1.6372 -1.8320 -1.3361 0.6 -0.2 -0.1
N 0.2424 -1.9047 -0.9752 -0.4 -0.1 0.1
C -0.4370 -2.8529 -1.5121 0.5 0.0 0.0
C -1.8170 -3.1346 -1.3155 -0.6 0.3 0.2
C -2.3773 -4.2324 -1.9873 0.0 0.0 0.0
C -3.7075 -4.5429 -1.8814 0.0 -0.2 -0.2
C -4.5324 -3.7407 -1.0887 0.1 0.0 0.0
C -4.0203 -2.6640 -0.4187 0.0 0.1 0.1
C -2.6445 -2.3127 -0.4888 -0.2 -0.8 -0.4
O -2.2102 -1.3273 0.1974 0.3 0.9 0.6
H 3.8874 -0.7359 1.3863 0.0 0.1 0.0
H 3.0890 0.7791 1.8063 0.1 -0.2 -0.3
H 3.1442 0.2475 0.1151 0.1 0.1 0.0
H -0.2687 -2.6108 3.3621 0.2 0.1 -0.2
H -0.5019 -1.7629 1.7987 0.1 -0.5 0.4
H -2.6179 -1.6506 2.7127 0.1 -0.1 0.0
H -2.0537 -1.3528 4.3741 0.1 0.0 -0.2
H -1.3981 0.8217 3.9525 -0.3 0.0 -0.2
H -3.0146 0.6674 3.2504 0.1 -0.1 0.0
H -2.4784 2.5575 2.3911 0.1 -0.1 0.0
H -2.2822 4.6037 1.6995 -0.1 0.0 0.0
H -1.9569 6.2745 -0.0955 -0.1 0.1 0.1
H -1.1065 5.5341 -2.2870 0.0 0.1 -0.2
H -0.4975 3.1926 -2.6585 0.1 0.0 -0.1
H 1.1645 -2.8173 1.3443 0.1 0.0 0.0
H 2.8629 -2.5606 1.8097 -0.3 0.0 -0.1
H 2.4324 -3.6363 -0.4384 0.0 0.0 0.0
H 3.5454 -2.2667 -0.4577 0.1 0.0 0.0
H 1.8096 -2.2695 -2.3327 0.0 0.2 0.1
H 1.9115 -0.7752 -1.3730 0.0 -0.1 -0.1
H 0.0756 -3.5195 -2.2200 0.0 0.1 0.1
H -1.7251 -4.8419 -2.5977 0.1 -0.1 -0.1
H -4.1227 -5.3950 -2.3957 0.0 -0.1 -0.1
H -5.5828 -3.9847 -1.0050 -0.1 0.0 0.0
H -4.6532 -2.0454 0.1983 -0.1 0.1 0.1
C 0.9576 -3.1966 -6.8082 0.0 -0.1 -0.1
C -0.1527 -3.3992 -6.0038 0.0 -0.1 0.0
C -0.5026 -2.4550 -5.0563 -0.2 0.1 0.2
C 0.2377 -1.2868 -4.9024 0.1 0.0 0.1
C 1.3621 -1.1094 -5.6987 0.0 0.3 0.1
C 1.7167 -2.0498 -6.6499 0.1 -0.1 -0.1
As -0.2018 -0.0576 -3.4333 0.2 0.1 -0.7
C -2.0789 0.1664 -3.8930 -0.1 0.0 0.0
C -2.9802 0.3354 -2.8495 0.2 0.0 0.2
C -4.3371 0.4483 -3.0955 -0.1 0.0 0.0
C -4.8065 0.4211 -4.3978 -0.1 0.0 0.1
C -3.9178 0.2463 -5.4456 -0.1 0.0 -0.1
C -2.5659 0.1008 -5.1920 0.1 0.0 -0.2
C 0.5591 1.5574 -4.2523 0.1 -0.1 0.3
C 1.6513 2.1073 -3.5851 -0.1 -0.3 0.1
C 2.2398 3.2769 -4.0263 0.2 0.1 0.0
C 1.7441 3.9101 -5.1526 0.0 0.1 -0.1
C 0.6749 3.3597 -5.8408 0.0 0.1 0.0
C 0.0849 2.1922 -5.3894 -0.2 -0.1 -0.1
H 1.2284 -3.9316 -7.5534 0.0 0.0 0.0
H -0.7461 -4.2962 -6.1175 0.0 0.0 0.0
H -1.3756 -2.6086 -4.4300 -0.1 -0.1 0.0
H 1.9585 -0.2115 -5.5778 0.0 0.0 -0.1
H 2.5890 -1.8846 -7.2681 0.0 0.0 0.0
H -2.6056 0.3654 -1.8338 -0.1 0.0 0.1
H -5.0284 0.5488 -2.2699 0.0 0.0 0.0
H -5.8649 0.5282 -4.5957 0.0 0.0 0.0
H -4.2792 0.2154 -6.4654 0.0 0.0 0.0
H -1.8898 -0.0871 -6.0184 0.0 0.0 0.0
H 2.0054 1.6123 -2.6857 0.1 0.1 0.0
H 3.0759 3.7031 -3.4886 0.0 0.0 0.0
H 2.1869 4.8332 -5.4949 0.1 0.1 0.0
H 0.2951 3.8471 -6.7275 0.0 0.0 -0.1
H -0.7622 1.7832 -5.9246 0.0 0.0 0.0
C 4.6828 -2.2661 5.5713 0.0 0.0 0.0
C 3.6735 -3.0984 5.1187 0.0 0.0 0.1
C 2.6242 -2.5767 4.3788 -0.2 0.0 -0.2
C 2.5756 -1.2190 4.0833 0.0 0.0 0.0
C 3.5919 -0.3912 4.5496 -0.1 0.3 -0.2
C 4.6458 -0.9114 5.2820 0.0 0.0 0.0
As 0.9924 -0.4063 3.2451 1.0 -0.5 0.7
C 1.1081 1.5322 2.9928 0.1 0.2 0.2
C 1.2651 2.2171 1.7994 0.1 0.0 -0.1
C 1.4193 3.5933 1.7990 0.1 -0.1 -0.1
C 1.4221 4.2877 2.9989 0.0 0.0 0.0
C 1.1999 3.6191 4.1889 0.0 -0.1 0.0
C 1.0143 2.2372 4.1999 0.1 -0.1 -0.4
C 0.6537 1.4505 5.3886 -0.2 -0.5 0.2
C 0.4051 1.9742 6.6524 0.1 0.0 -0.1
C -0.0331 1.1382 7.6649 0.0 0.1 0.1
C -0.1724 -0.2229 7.4417 0.0 -0.1 0.0
C 0.1026 -0.7513 6.1881 0.0 -0.1 -0.2
C 0.4731 0.0822 5.1442 0.0 0.4 0.1
H 5.4904 -2.6746 6.1604 0.1 0.0 0.0
H 3.7045 -4.1548 5.3508 0.0 0.0 0.0
H 1.8363 -3.2364 4.0322 0.0 0.0 0.0
H 3.5402 0.6766 4.3526 0.1 -0.1 0.0
H 5.4327 -0.2603 5.6382 0.0 0.0 0.0
H 1.2389 1.6742 0.8633 0.1 0.1 0.0
H 1.5401 4.1201 0.8632 0.0 0.0 -0.1
H 1.5768 5.3574 3.0025 0.0 0.1 0.0
H 1.1730 4.1736 5.1144 0.0 0.1 0.1
H 0.5390 3.0287 6.8459 0.0 0.1 0.0
H -0.2639 1.5511 8.6372 0.0 0.0 0.1
H -0.4946 -0.8669 8.2489 0.0 0.0 0.0
H 0.0128 -1.8224 6.0212 0.0 0.0 0.1
```
Forces are in eV/Å.

These are the Mulliken partial charges, in e, on atoms 1 to 99: 2.1014, -1.6997, 0.4607, -0.4559, -1.1352, -1.8462, 1.3881, -0.9759, 0.0681, -0.7437, -1.0396, -0.6730, -0.4313, 0.0201, 1.0272, -1.2873, -1.0597, -0.9069, 1.8100, -0.5398, 0.8643, -0.6377, -0.9852, -0.5936, -0.8523, -0.6444, 0.1712, 0.3849, 0.6211, 0.0816, 0.5944, -0.2454, 0.6381, 0.5043, 0.4834, 0.7071, 0.2917, 0.4416, 0.4242, 0.4920, 0.2982, 0.2968, 0.4152, 0.4501, 0.4495, 0.6246, -0.3279, 0.2149, 0.4333, 0.4085, 0.4525, 0.4792, -0.5730, -0.8612, -0.3385, 0.3007, -0.9856, -0.6661, 1.4107, 0.3526, -0.2750, -1.0749, -0.6341, -0.9627, -0.2220, -0.2766, -0.0854, -0.5698, -0.6522, -0.7176, -0.1457, 0.3764, 0.4180, 0.6823, 0.4115, 0.4000, 0.1154, 0.4711, 0.3821, 0.4337, 0.3464, 0.1880, 0.4415, 0.3625, 0.4274, 0.1977, -0.6475, -0.9599, -0.3724, 1.3091, -0.6941, -1.0016, 2.1408, 0.5827, 0.2014, -0.8987, -1.2628, -0.8593, 0.5409


Record 3
Formula: C32H34N3O
Source: OMol25
Level of theory: wB97M-V/def2-TZVPD

Results
Energy = -1479.004455 Ha
Energy relative to the best compared isomer or geometry (same formula, charge and spin) = 0.000 eV
Net charge = +1
HOMO energy = -10.60 eV

```
70
Properties=species:S:1:pos:R:3:forces:R:3
C -3.0126 1.3634 0.9072 -0.2 0.3 -0.4
N -1.8355 1.2106 1.7352 -0.4 -0.3 0.9
C -1.1752 2.4430 2.1521 0.4 0.1 -0.1
C -1.5938 0.0551 2.4274 0.6 0.0 0.5
N -1.0016 0.1113 3.6087 0.1 0.5 -0.9
C 0.2768 -0.5689 3.8065 -0.4 -0.5 0.3
C 1.4476 -0.0458 2.9686 -0.2 -0.2 0.1
C 2.5586 0.4892 3.6188 -0.1 0.3 -0.2
C 3.6064 1.0587 2.8900 -0.1 -0.1 -0.2
C 3.5603 1.0826 1.4892 -0.2 -0.1 0.3
C 2.4720 0.4987 0.8308 -0.1 -0.2 0.2
C 1.4447 -0.1063 1.5703 0.1 0.3 -0.2
N -2.0196 -1.1195 1.8451 0.3 0.0 0.0
C -2.1871 -1.3070 0.4112 -0.1 -0.2 -0.1
C -1.9968 -2.3785 2.5761 0.1 -0.1 0.0
H -3.8488 0.7541 1.2766 0.3 0.1 -0.2
H -3.3328 2.4085 0.9351 0.1 -0.1 0.0
H -2.7793 1.1024 -0.1273 -0.3 0.1 0.0
H -0.4278 2.1969 2.9090 -0.1 0.1 -0.2
H -0.6820 2.9048 1.2838 -0.2 -0.1 0.2
H -1.8842 3.1599 2.5807 0.0 -0.1 -0.1
H 0.4959 -0.3805 4.8669 0.3 -0.4 -0.2
H 0.1849 -1.6585 3.6372 0.3 0.2 0.2
H 2.5692 0.4630 4.7104 0.1 0.2 -0.3
H 4.4547 1.4915 3.4192 -0.2 -0.1 -0.2
H 4.3696 1.5392 0.9149 -0.3 -0.1 0.2
H 2.4133 0.5161 -0.2620 0.1 -0.1 0.4
H 0.6360 -0.6231 1.0396 0.2 0.3 0.2
H -1.4392 -0.7313 -0.1492 -0.3 0.0 0.1
H -2.0277 -2.3718 0.1968 0.0 0.3 0.0
H -3.2145 -1.0581 0.1113 0.4 -0.1 -0.3
H -1.7624 -2.1986 3.6206 0.0 -0.1 -0.1
H -2.9870 -2.8487 2.5251 0.3 0.0 -0.1
H -1.2594 -3.0682 2.1404 -0.1 0.2 0.2
C -6.1330 -4.5182 7.1793 0.3 0.0 -0.1
O -5.3896 -4.2052 5.9770 0.3 1.0 -0.2
C -4.6170 -3.0857 5.9347 -0.4 -0.2 0.4
C -4.4613 -2.4336 4.6872 0.1 -0.3 0.5
C -3.7632 -1.2482 4.6340 -0.3 -0.2 -0.1
C -3.1842 -0.6650 5.7800 0.0 -0.2 0.0
C -2.6215 0.6533 5.6971 -0.3 -0.8 0.3
C -1.7173 1.2313 6.6629 0.5 1.3 0.2
C -1.8168 2.6631 6.5816 0.6 -1.0 1.2
C -1.1801 3.4728 7.5123 -0.4 -0.3 -0.8
C -0.2964 2.8747 8.4201 -0.1 -0.6 -0.1
C -0.1465 1.4766 8.4642 0.0 0.5 0.0
C -0.8755 0.6494 7.6034 0.0 0.0 0.0
C -2.7429 2.9815 5.5129 -1.1 -0.3 -1.0
C -3.2263 1.7430 4.9549 0.1 1.8 0.0
C -4.2289 1.7881 3.9955 0.2 -0.1 0.2
C -4.6591 3.0333 3.5308 -0.2 0.4 0.0
C -4.1983 4.2313 4.0939 -0.1 -0.5 -0.4
C -3.2397 4.2112 5.1082 0.3 -0.6 0.3
C -3.3076 -1.3609 7.0098 0.0 0.2 -0.1
C -4.0049 -2.5519 7.0905 -0.4 0.0 -0.3
H -6.9222 -5.1843 6.8226 0.2 0.1 0.3
H -5.4858 -5.0310 7.9010 -0.2 0.0 -0.1
H -6.5663 -3.6201 7.6455 0.2 -0.2 -0.3
H -4.8809 -2.8918 3.7934 0.0 0.1 0.3
H -3.5959 -0.7707 3.6710 -0.2 -0.2 0.3
H -1.4028 4.5398 7.5091 0.4 -0.2 0.1
H 0.2731 3.5101 9.0931 -0.1 -0.2 0.0
H 0.5301 1.0344 9.1915 -0.1 0.1 -0.2
H -0.7833 -0.4303 7.6608 0.1 0.1 0.0
H -4.6873 0.8702 3.6434 0.0 0.3 -0.1
H -5.4016 3.0611 2.7327 0.1 0.1 0.3
H -4.5949 5.1807 3.7404 0.1 -0.2 0.0
H -2.8936 5.1189 5.5994 -0.1 -0.1 -0.2
H -2.9503 -0.8925 7.9250 0.0 -0.2 -0.2
H -4.1496 -3.0523 8.0476 0.1 0.2 -0.2
```
Forces are in eV/Å.

Which charges does Mulliken predict for the atoms? In e, they are: -1.4046, 0.5285, -0.9515, -1.0851, 0.4863, -0.7235, 0.5145, -0.5893, -0.5974, -0.4989, -0.7079, 0.1792, 0.8256, -1.2952, -1.5996, 0.3735, 0.4459, 0.4299, 0.2669, 0.3882, 0.2968, 0.2347, 0.2331, 0.3716, 0.3761, 0.3790, 0.3947, 0.2850, 0.3813, 0.3886, 0.3718, 0.5612, 0.4331, 0.4459, -0.8594, -0.4490, 0.1722, -1.0951, -0.1838, 0.8316, 0.8996, -0.4135, -0.1537, -0.2862, -0.7848, -1.0901, 0.0774, -0.4445, 1.2259, 0.2298, -1.0033, -0.9561, -0.3796, -0.7631, -0.8461, 0.2727, 0.3335, 0.3863, 0.6234, 0.4925, 0.4609, 0.4254, 0.4588, 0.6401, 0.5470, 0.5148, 0.3972, 0.4855, 0.6679, 0.4272


Record 4
Formula: C3H5N3OS
Source: OMol25
Level of theory: wB97M-V/def2-TZVPD

Results
Energy = -754.730685 Ha
Energy relative to the best compared isomer or geometry (same formula, charge and spin) = 8.391 eV
Net charge = 0
HOMO energy = -8.24 eV

```
13
Properties=species:S:1:pos:R:3:forces:R:3
C 0.7643 -1.6038 0.0740 0.8 2.2 1.0
C 1.5493 -0.5205 -0.1958 0.5 1.5 -0.5
C 0.0651 1.7468 0.2898 -0.5 -1.2 -0.1
N 0.0705 -1.3835 1.1641 -1.6 1.6 2.1
N -1.6965 0.2217 -0.5227 0.0 -1.3 0.1
N -0.9108 1.3716 -0.4840 -0.9 2.9 -0.4
O 1.5413 0.7193 2.3018 -0.3 0.4 0.4
S 0.7669 0.3467 1.1547 1.2 -2.7 -1.3
H 0.6936 -2.5399 -0.2998 -0.1 -2.8 -1.8
H 1.8622 -0.0499 -1.1133 0.4 -0.2 0.0
H -1.2967 -0.6381 0.0742 -0.8 2.1 -1.5
H -2.1042 0.0595 -1.4707 0.9 0.0 1.3
H -1.3049 2.2700 -0.9723 0.4 -2.7 0.8
```
Forces are in eV/Å.

Which charges does Mulliken predict for the atoms? In e, they are: -0.1521, -0.5045, -0.2311, -0.6780, -0.5720, 0.0907, -0.6182, 0.8224, 0.5297, 0.3382, 0.4242, 0.2481, 0.3026


Record 5
Formula: C22H33N5O2S
Source: OMol25
Level of theory: wB97M-V/def2-TZVPD

Results
Energy = -1680.596405 Ha
Energy relative to the best compared isomer or geometry (same formula, charge and spin) = 0.000 eV
Net charge = 0
HOMO energy = -7.49 eV

```
63
Properties=species:S:1:pos:R:3:forces:R:3
C 2.7630 -4.5988 -4.6896 0.1 -0.2 -0.1
O 2.3027 -3.3797 -4.1624 -0.1 0.2 0.1
C 1.2158 -3.3946 -3.3347 -0.1 0.1 0.1
C 0.5264 -4.5436 -2.9467 0.3 -0.1 -0.2
C -0.5645 -4.4678 -2.1002 -0.1 0.2 0.1
C -0.9866 -3.2351 -1.6267 0.7 0.3 -0.4
N -2.0369 -3.0090 -0.7829 -0.7 -0.4 0.6
C -2.1950 -1.7641 -0.5215 0.6 0.3 -0.7
N -3.1831 -1.2434 0.2262 -0.5 0.2 0.1
C -3.8998 -2.1246 1.1295 0.0 -0.4 0.2
C -3.2060 -2.1616 2.4931 -0.1 0.2 -0.1
C -3.0319 -0.7494 3.0505 0.2 -0.1 -0.1
C -2.3051 0.1371 2.0388 -0.4 0.2 0.2
C -2.2079 1.5875 2.5090 0.2 -0.5 -0.3
O -3.0019 2.0907 3.2773 -0.3 0.1 0.3
N -1.1989 2.2577 1.9249 0.2 0.1 -0.1
C -0.8932 3.6423 2.1833 0.1 0.2 0.1
C 0.3988 3.8189 2.9981 0.0 -0.2 -0.2
C 1.4663 2.7656 2.6702 -0.1 0.1 0.2
N 1.5405 2.4416 1.2542 0.2 0.0 0.0
C 2.0859 3.5218 0.4504 -0.1 0.1 -0.3
C 2.0006 3.1493 -1.0255 0.2 0.2 0.2
N 2.7785 1.9512 -1.2744 0.0 0.0 0.0
C 2.7956 1.6024 -2.6774 0.0 0.0 0.1
C 2.2608 0.8680 -0.4618 0.2 0.0 0.2
C 2.3282 1.2440 1.0137 0.0 -0.3 -0.2
C -3.0899 0.1099 0.7166 0.3 0.1 0.1
S -1.0042 -0.6692 -1.3089 -0.3 -0.4 0.1
C -0.2803 -2.0802 -2.0304 -0.2 -0.3 0.1
C 0.8068 -2.1449 -2.8709 0.2 -0.1 -0.1
H 3.6143 -4.3434 -5.3189 -0.1 -0.1 0.0
H 1.9974 -5.0891 -5.3000 0.0 0.0 0.0
H 3.0909 -5.2825 -3.8995 0.0 0.0 0.0
H 0.8354 -5.5133 -3.3030 0.1 -0.1 -0.1
H -1.0945 -5.3583 -1.8029 -0.1 -0.1 0.0
H -3.9304 -3.1171 0.6802 -0.1 0.1 0.0
H -4.9176 -1.7374 1.2322 0.0 0.0 0.0
H -3.7919 -2.7690 3.1833 0.0 -0.1 0.0
H -2.2275 -2.6324 2.3724 0.0 -0.1 0.0
H -2.4687 -0.7813 3.9848 -0.1 0.0 0.0
H -4.0038 -0.3023 3.2675 0.0 0.0 0.0
H -1.2991 -0.2554 1.8532 0.0 0.0 0.0
H -0.5124 1.7903 1.3471 -0.1 -0.1 0.0
H -0.7951 4.1501 1.2194 0.0 0.0 0.1
H -1.7400 4.0689 2.7247 0.1 0.0 -0.2
H 0.1747 3.7349 4.0623 0.0 0.1 0.0
H 0.7842 4.8236 2.8214 0.0 0.1 0.1
H 2.4404 3.1082 3.0612 0.0 -0.1 0.0
H 1.2101 1.8407 3.1950 0.1 0.0 0.0
H 1.5101 4.4306 0.6283 0.0 0.0 0.0
H 3.1405 3.7168 0.7111 -0.1 0.0 0.0
H 2.4079 3.9622 -1.6313 -0.1 0.0 0.0
H 0.9392 3.0037 -1.2998 0.0 0.0 0.0
H 3.4193 0.7205 -2.8170 0.0 0.0 -0.1
H 3.2253 2.4268 -3.2446 0.0 0.0 -0.1
H 1.7890 1.3909 -3.0727 0.0 0.0 0.0
H 2.8676 -0.0235 -0.6375 -0.1 0.0 0.0
H 1.2143 0.6352 -0.7287 0.1 0.0 0.1
H 1.9240 0.4245 1.6145 0.0 0.0 0.0
H 3.3837 1.3959 1.2980 -0.1 0.0 0.0
H -2.6138 0.7417 -0.0361 -0.1 0.0 0.0
H -4.1042 0.4806 0.8908 0.1 0.1 0.0
H 1.3458 -1.2635 -3.1769 0.1 0.1 -0.1
```
Forces are in eV/Å.

Which charges does Mulliken predict for the atoms? In e, they are: -0.9131, -0.4308, 0.8528, -0.3473, -1.1169, -1.0505, -0.4960, 0.8639, 0.0623, -0.9191, -0.5421, -1.0363, 1.4819, -0.1493, -0.7219, 0.0338, -0.8596, -0.8681, -0.9373, 0.7302, -0.8563, -0.7731, -0.2339, -1.0351, 0.3029, -1.3660, -1.7913, -0.3158, 1.4706, -0.6961, 0.2384, 0.3596, 0.3519, 0.3841, 0.4572, 0.4641, 0.3849, 0.4192, 0.3263, 0.4294, 0.3046, 0.1755, 0.0242, 0.3265, 0.4633, 0.4072, 0.4068, 0.4003, 0.3986, 0.4839, 0.3073, 0.4633, 0.2335, 0.3516, 0.3740, 0.3116, 0.5879, -0.4190, 0.4219, 0.3634, 0.7291, 0.2341, 0.4930


Number 2 is which compound? C57H53As2CoN3O2